[1]
Density functional theory data (ωB97M-V with the def2-TZVPD basis set) for a molecular structure, C35H47BrI2N7O5Tl in a non-equilibrium geometry.

The geometry in XYZ format:
```
98
Properties=species:S:1:pos:R:3:forces:R:3
Tl 0.174867 0.218181 0.547427 -1.265 0.496 1.269
I -5.135137 6.398776 1.504734 -0.148 0.191 -0.038
C -3.876787 4.766070 1.759091 0.247 -0.079 -0.062
C -4.363647 3.614216 2.369392 0.091 0.198 -0.122
C -3.521955 2.539457 2.548284 0.972 0.330 -0.424
I -4.197483 0.789503 3.404878 -0.044 -0.232 0.126
C -2.131865 2.594954 2.148378 -0.915 1.108 -0.273
O -1.296736 1.698694 2.396206 0.990 -1.898 0.281
C -1.702997 3.771209 1.446016 -0.189 -0.338 0.123
C -0.275294 3.838219 0.926814 -0.639 0.124 0.726
N 0.149540 2.684900 0.141475 -1.098 -0.230 -1.088
C -0.353037 2.667323 -1.218165 -0.351 0.228 -0.466
C -1.782992 2.158080 -1.291994 0.560 0.606 -0.060
C -2.724213 2.667846 -2.168318 -0.090 0.030 0.009
C -3.994362 2.112422 -2.172205 0.100 -0.041 0.056
C -4.268222 1.072108 -1.299101 0.124 -0.045 0.169
C -3.254077 0.621243 -0.461505 -0.376 0.220 -0.089
N -2.051064 1.175332 -0.467094 0.331 -1.170 0.185
C -2.563974 4.832673 1.291875 -0.435 0.124 -0.149
H -5.392655 3.566133 2.696099 -0.029 -0.018 0.024
H -0.211810 4.753026 0.313165 0.167 -0.267 -0.052
H 0.415625 3.976338 1.764362 0.052 -0.248 -0.087
H 1.133416 2.470983 0.242277 -0.191 0.876 0.088
H -0.308414 3.659723 -1.691032 0.046 -0.059 0.137
H 0.278971 1.985235 -1.799481 -0.378 0.303 0.030
H -2.464542 3.487106 -2.822920 0.020 0.062 -0.025
H -4.755982 2.489607 -2.842426 -0.003 -0.005 0.011
H -5.240903 0.602917 -1.261511 -0.017 0.010 0.030
H -3.408708 -0.181704 0.234147 -0.073 -0.340 0.285
H -2.231165 5.726118 0.777628 0.028 0.072 -0.014
C 2.191882 -2.328633 -0.296369 -0.051 -0.357 -0.210
N 2.510195 -1.230979 0.598973 -0.442 0.130 -0.028
C 3.812444 -0.687192 0.232583 0.216 -0.070 -0.003
C 2.470397 -1.656799 1.992531 0.125 -0.053 0.069
C 2.463659 -0.453770 2.897804 0.271 0.146 0.321
N 1.182459 0.235416 2.963333 -0.270 -0.023 -0.620
C 0.234181 -0.443769 3.848367 -0.246 -0.082 0.200
C 1.404462 1.598483 3.440728 -0.089 0.604 0.156
H 2.942141 -3.132334 -0.229407 -0.031 0.054 0.018
H 2.170898 -1.952292 -1.312822 -0.024 0.004 -0.230
H 1.213261 -2.726266 -0.048164 -0.056 -0.036 -0.036
H 4.601504 -1.435567 0.393714 -0.065 -0.044 0.035
H 4.049220 0.198799 0.817486 0.058 -0.190 0.025
H 3.811601 -0.412626 -0.822135 0.106 -0.249 0.211
H 3.334287 -2.289264 2.247222 0.023 0.016 -0.172
H 1.571549 -2.248603 2.132863 -0.119 -0.030 0.059
H 3.184685 0.278250 2.534047 0.056 -0.074 0.104
H 2.785488 -0.751173 3.905461 -0.109 0.051 0.016
H 0.684244 -0.591847 4.837927 0.074 0.046 -0.007
H -0.057012 -1.398569 3.431861 0.011 -0.153 -0.013
H -0.660743 0.166315 3.943830 -0.007 0.000 -0.100
H 1.858063 1.580896 4.439468 0.058 -0.118 0.034
H 0.446190 2.114293 3.495591 0.130 -0.121 -0.027
H 2.063404 2.122227 2.749866 -0.124 -0.083 0.322
C -0.233582 -2.874189 -2.972741 0.001 0.159 -0.006
C -1.095737 -1.617468 -2.912441 -0.298 -0.061 0.087
C -1.241289 -1.012891 -4.305864 -0.039 0.038 0.101
C -2.465278 -1.953338 -2.342214 0.011 -0.004 -0.126
O -0.509984 -0.623507 -2.045556 0.415 -0.135 0.178
H -0.655466 -3.589490 -3.679910 -0.012 0.007 -0.025
H -0.192269 -3.350475 -1.999103 0.039 -0.109 0.255
H 0.778017 -2.627699 -3.292518 0.105 0.008 -0.027
H -1.797143 -0.079092 -4.239958 -0.057 0.082 -0.010
H -1.780033 -1.694205 -4.963030 -0.036 -0.059 -0.037
H -0.268644 -0.803243 -4.743296 0.109 0.012 -0.067
H -3.172199 -1.142560 -2.515577 0.025 0.006 0.002
H -2.398842 -2.121029 -1.271012 0.020 -0.073 0.164
H -2.862151 -2.859064 -2.803246 -0.005 -0.003 -0.015
Br -4.367028 -4.085680 0.372365 -0.078 -0.194 -0.164
C -2.612092 -4.775179 0.579241 -0.412 -0.154 -0.157
C -2.437323 -6.110054 0.241215 0.079 -0.121 -0.004
C -1.194781 -6.707031 0.375746 -0.060 0.079 -0.007
C -0.122390 -5.962676 0.847557 -0.034 0.002 -0.003
C -0.308814 -4.627792 1.152862 0.119 -0.051 0.018
C -1.549726 -4.008017 1.019324 0.366 -0.219 0.035
C -1.678904 -2.552095 1.359423 -0.894 -0.345 0.158
O -2.761085 -2.122868 1.690897 -0.224 0.669 0.072
O -0.572088 -1.919490 1.296277 1.773 1.556 -0.818
H -3.282583 -6.674956 -0.122499 -0.030 -0.033 -0.011
H -1.070844 -7.748419 0.113502 0.006 -0.042 0.000
H 0.850787 -6.416285 0.971279 0.041 -0.037 0.003
H 0.518569 -4.030325 1.514273 -0.068 -0.096 -0.018
C 4.997822 2.928120 0.273659 0.086 0.135 0.125
N 4.169864 2.251304 -0.701590 -0.446 0.007 0.053
C 4.648015 1.920689 -1.936353 -0.114 -0.086 -0.225
C 3.895397 1.245572 -2.818608 0.072 0.132 0.146
C 2.544570 0.853239 -2.438219 0.158 -0.141 -0.689
N 2.107706 1.212688 -1.199115 -0.202 -0.348 0.477
C 2.876043 1.863712 -0.334984 1.235 0.052 -0.922
O 2.480072 2.145597 0.806326 1.277 -0.121 0.508
N 1.755379 0.170392 -3.207834 0.257 0.148 0.111
H 5.817835 3.421672 -0.245377 -0.019 -0.012 0.040
H 5.405155 2.225827 1.003247 0.018 -0.014 0.028
H 4.403973 3.665473 0.806902 0.034 0.021 -0.008
H 5.659810 2.239771 -2.151045 -0.021 -0.012 0.008
H 4.278342 0.991418 -3.794735 0.013 -0.006 -0.017
H 0.332812 -0.325080 -2.498422 -0.126 -0.041 -0.024
H 2.197223 -0.032931 -4.100099 -0.067 0.028 0.085
```
Forces are in eV/Å.

- 2S+1: 1
- E_HOMO (alpha / beta): -6.44 / -6.44 eV
- Charge: 0
- Energy relative to the best compared isomer or geometry (same formula, charge and spin): 95.9 kJ/mol
- E: -5463.24348 Eh


[2]
Density functional theory data (ωB97M-V with the def2-TZVPD basis set) for 21 unconnected molecules or ions with the total composition C22H66BF4N21O46P in a non-equilibrium geometry.

The geometry in XYZ format:
```
161
Properties=species:S:1:pos:R:3:forces:R:3
O -3.281091 -1.778914 4.365309 0.566 -6.128 -2.916
P -2.767778 -3.065254 3.562116 5.950 9.614 1.788
O -2.220667 -2.631363 1.956074 -1.555 -1.475 3.731
O -1.307414 -3.585871 4.430002 -3.707 -1.301 -3.939
N -3.884989 -4.453086 3.617977 -0.295 0.030 -1.707
O -4.108075 -4.777168 4.930266 -0.652 0.653 1.820
B -3.214974 -5.708139 3.009150 2.138 -6.436 -2.303
O -2.516438 -5.687555 1.697235 -3.643 0.517 2.752
O -3.300712 -7.001877 3.731242 -1.333 3.620 -2.755
C -5.182132 -4.267807 2.862892 -4.121 -0.698 -3.849
F -5.538279 -5.624948 2.302413 1.557 3.893 1.504
F -5.108959 -3.357586 1.697282 0.519 -3.117 4.163
C -6.460183 -3.798775 3.778871 -2.374 0.266 0.487
F -7.073154 -4.959590 4.509744 2.347 3.815 -2.612
F -7.530972 -3.222271 2.882872 3.734 -2.170 2.771
H -1.716735 -1.744242 2.012967 -0.546 -1.212 0.137
H -0.710866 -3.949470 3.684426 -0.749 0.862 1.572
H -4.240951 -3.942771 5.477361 0.333 -0.581 -0.758
H -3.220702 -5.937352 1.021570 1.375 0.464 0.715
H -3.808698 -7.621887 3.110663 1.336 0.833 1.162
H -6.101428 -2.940373 4.527039 -1.172 -1.926 -1.572
C 2.050490 -1.723302 4.678794 0.070 -0.389 0.061
N 0.952930 -1.111009 3.882406 0.028 1.123 -0.334
O 0.080197 -1.869723 3.444388 1.002 1.414 -0.109
O 0.998532 0.113842 3.719425 -0.493 -2.177 0.199
H 1.883215 -2.800713 4.740947 -0.040 0.289 -0.102
H 2.989766 -1.507946 4.165491 -0.183 0.112 0.207
H 2.028068 -1.271652 5.672637 0.123 0.036 -0.314
C -7.549510 -1.198302 0.253794 0.137 -0.283 0.113
N -8.647070 -0.586009 -0.542594 -0.782 0.420 -0.462
O -9.519803 -1.344723 -0.980612 1.087 1.214 0.700
O -8.601468 0.638842 -0.705575 -0.259 -1.832 0.144
H -7.716785 -2.275713 0.315947 -0.104 0.297 -0.120
H -6.610234 -0.982946 -0.259509 -0.166 0.141 0.143
H -7.571932 -0.746652 1.247637 0.087 0.104 -0.246
C -10.358602 -4.972569 4.026435 0.145 0.041 -0.285
N -11.637457 -5.483453 4.589730 -1.247 -0.485 0.383
O -12.512879 -5.826230 3.786418 1.251 0.481 1.317
O -11.726404 -5.525869 5.822286 0.104 0.046 -1.832
H -10.420521 -4.990801 2.936255 -0.112 -0.035 0.285
H -10.224062 -3.951139 4.387930 0.005 -0.235 0.059
H -9.558699 -5.627262 4.378212 -0.193 0.186 0.063
C 0.163828 -2.890269 -0.627326 0.302 0.376 -0.135
N 0.219371 -1.409398 -0.494241 0.500 0.747 -0.510
O 1.018669 -0.805532 -1.219250 -1.513 -0.659 1.480
O -0.540857 -0.895054 0.334255 0.801 -0.112 -0.735
H 0.882029 -3.203771 -1.387959 -0.323 0.480 0.356
H 0.419535 -3.318220 0.344050 -0.169 0.275 -0.221
H -0.852727 -3.156610 -0.923790 0.172 0.103 0.104
C 0.484167 1.847022 6.682354 -0.303 -0.116 -0.125
N 1.856212 1.515737 7.153011 0.540 -0.198 0.126
O 2.189801 0.325174 7.131846 -0.112 1.930 0.099
O 2.559489 2.460113 7.530448 -0.750 -1.644 -0.480
H -0.018615 0.925119 6.382416 0.248 0.208 0.108
H -0.043319 2.321392 7.512313 0.179 0.037 -0.158
H 0.582113 2.526590 5.833350 0.010 -0.038 0.232
C 3.125402 -0.685046 -4.062884 0.098 0.334 0.068
N 3.269349 -2.163116 -3.971440 0.359 -0.584 0.130
O 4.383490 -2.605606 -3.668021 -1.702 0.217 -0.444
O 2.259946 -2.837336 -4.206888 1.414 0.555 0.348
H 4.086934 -0.221530 -3.832088 -0.179 -0.285 -0.043
H 2.817309 -0.446461 -5.082813 -0.071 -0.070 0.448
H 2.367418 -0.382257 -3.337630 0.027 -0.145 -0.213
C 4.663828 4.615088 8.483983 0.059 -0.215 -0.138
N 4.719371 6.095959 8.617069 -0.032 1.005 0.225
O 5.518669 6.699825 7.892059 -1.123 -0.695 1.018
O 3.959143 6.610304 9.445564 1.245 -0.611 -1.361
H 5.382029 4.301586 7.723351 -0.140 0.227 0.185
H 4.919535 4.187137 9.455359 -0.174 0.088 -0.126
H 3.647273 4.348748 8.187519 0.222 0.110 0.228
C -8.474278 3.607456 1.208191 -0.286 -0.193 -0.185
N -7.196467 3.349160 1.925309 0.884 0.135 0.549
O -6.786736 2.182665 1.949425 -0.283 1.435 0.158
O -6.640933 4.324598 2.443772 -0.717 -1.723 -0.761
H -8.849424 2.664750 0.804176 0.226 0.206 0.118
H -9.178796 4.024987 1.930286 0.217 0.076 -0.142
H -8.263517 4.315031 0.403745 -0.041 -0.033 0.253
C 0.809173 -7.244877 -1.436864 0.166 -0.307 0.159
N 0.760700 -5.766572 -1.275497 -0.041 0.686 -0.133
O 1.267786 -5.291949 -0.252381 -0.593 -0.831 -1.293
O 0.214956 -5.124438 -2.180334 0.767 -1.195 1.343
H 1.314641 -7.678329 -0.571255 -0.104 0.241 -0.194
H -0.220152 -7.603195 -1.501640 0.190 0.114 -0.157
H 1.362745 -7.458356 -2.353488 -0.227 0.080 0.092
C 3.209173 -3.169877 -8.061864 0.116 -0.304 0.175
N 3.160700 -1.691572 -7.900497 0.121 0.807 0.401
O 3.667786 -1.216949 -6.877381 -0.772 -0.442 -1.874
O 2.614956 -1.049438 -8.805334 0.709 -0.642 1.456
H 3.714641 -3.603329 -7.196255 -0.131 0.249 -0.162
H 2.179848 -3.528195 -8.126640 0.179 0.133 -0.111
H 3.762745 -3.383356 -8.978488 -0.210 0.098 0.080
C 2.942932 -0.797930 9.917360 -0.706 0.269 -0.463
N 2.130047 -1.723952 10.751312 -0.367 -0.586 0.608
O 0.937731 -1.856779 10.451460 1.381 -0.059 0.579
O 2.711772 -2.291236 11.683346 -1.130 0.727 -1.346
H 2.305923 -0.371830 9.139340 0.055 -0.355 0.410
H 3.326561 -0.014219 10.573656 -0.119 -0.372 -0.237
H 3.754883 -1.379078 9.475528 -0.330 0.226 0.187
C 3.254964 0.394708 -11.544167 -0.083 -0.161 0.332
N 4.467721 0.214120 -12.387009 0.753 -0.261 -0.311
O 5.325373 -0.579391 -11.982109 -1.027 1.226 -0.853
O 4.524499 0.874038 -13.431130 0.216 -0.908 1.285
H 3.339506 -0.243682 -10.662141 0.091 0.187 -0.403
H 3.207883 1.446673 -11.255631 -0.086 -0.110 -0.251
H 2.389903 0.108510 -12.145810 0.151 0.226 0.030
C 3.148322 3.920616 -14.364317 0.117 0.087 -0.326
N 1.869468 3.409732 -13.801021 -0.883 -0.377 -0.005
O 0.994046 3.066955 -14.604334 1.094 0.404 1.451
O 1.780520 3.367316 -12.568466 -0.068 -0.098 -1.584
H 3.086404 3.902385 -15.454497 -0.149 -0.051 0.295
H 3.282863 4.942047 -14.002822 0.043 -0.280 0.081
H 3.948226 3.265924 -14.012540 -0.234 0.210 0.091
C 7.268583 -0.680198 12.034211 0.116 -0.313 0.161
N 6.171023 -0.067905 11.237822 -0.489 0.236 -0.399
O 5.298289 -0.826619 10.799805 2.154 1.425 0.789
O 6.216625 1.156946 11.074841 -0.329 -1.740 0.044
H 7.101308 -1.757609 12.096363 -0.078 0.316 -0.089
H 8.207859 -0.464842 11.520907 -0.184 0.105 0.145
H 7.246161 -0.228548 13.028053 0.071 0.035 -0.242
C 1.142932 1.991366 -7.670875 0.004 0.186 -0.444
N 0.330047 1.065344 -6.836924 -0.786 -0.415 0.140
O -0.862269 0.932517 -7.136775 1.764 -0.060 0.769
O 0.911772 0.498060 -5.904889 -1.010 0.595 -1.072
H 0.505923 2.417466 -8.448896 0.114 -0.175 0.339
H 1.526561 2.775078 -7.014579 -0.018 -0.213 -0.093
H 1.954883 1.410218 -8.112708 -0.064 0.014 0.268
C -2.555631 4.031112 -6.193789 -0.273 0.022 0.211
N -1.777122 4.800171 -7.201879 0.375 0.903 -0.674
O -2.032975 6.004615 -7.316005 0.579 -1.860 -0.003
O -0.931303 4.173077 -7.850143 -1.113 1.077 0.844
H -3.259287 4.705604 -5.701257 0.246 -0.075 -0.215
H -3.087815 3.238311 -6.723266 0.251 0.045 0.102
H -1.846018 3.620493 -5.472639 -0.109 -0.049 -0.237
C 5.525402 1.196006 6.239018 0.183 0.280 0.072
N 5.669349 -0.282064 6.330462 0.634 -0.969 0.192
O 6.783490 -0.724554 6.633881 -1.916 0.436 -0.462
O 4.659946 -0.956284 6.095014 1.415 0.650 0.258
H 6.486934 1.659522 6.469813 -0.185 -0.261 -0.068
H 5.217309 1.434592 5.219089 -0.072 -0.079 0.204
H 4.767418 1.498796 6.964272 -0.002 -0.112 -0.205
C 5.909173 9.557084 7.709280 0.080 -0.169 0.208
N 5.860700 11.035389 7.870647 0.069 1.080 0.194
O 6.367786 11.510012 8.893763 -0.786 -0.435 -1.524
O 5.314956 11.677524 6.965810 0.786 -0.747 1.354
H 6.414641 9.123633 8.574889 -0.186 0.239 -0.226
H 4.879848 9.198766 7.644504 0.266 0.120 -0.083
H 6.462745 9.343606 6.792656 -0.232 0.061 0.101
C -9.336494 -0.405143 -3.775017 -0.116 0.183 0.130
N -8.143393 -0.310500 -4.658943 0.790 0.088 -0.713
O -7.364224 0.628784 -4.459414 -0.867 -1.368 -0.417
O -8.022784 -1.181669 -5.528094 0.013 1.333 1.234
H -9.314006 0.421370 -3.061555 0.085 -0.208 -0.266
H -10.222644 -0.342524 -4.409774 0.184 -0.164 0.077
H -9.286606 -1.364304 -3.255656 -0.096 0.179 -0.324
C 7.353322 3.334605 -13.319690 0.288 -0.154 -0.104
N 6.750307 4.692816 -13.246139 -0.048 1.155 -0.055
O 7.446238 5.642337 -13.624636 -1.282 -1.291 0.624
O 5.595513 4.767410 -12.810490 1.574 0.070 -0.561
H 8.366198 3.418959 -13.719218 -0.296 0.111 0.104
H 7.371023 2.926667 -12.307083 -0.154 0.030 -0.210
H 6.727246 2.731401 -13.980287 0.009 0.039 0.251
```
Forces are in eV/Å.

- 2S+1: 1
- E_HOMO: -11.67 eV
- Charge: +1
- Energy relative to the best compared isomer or geometry (same formula, charge and spin): 632.3 kJ/mol
- E: -6252.15126 Eh


Question: Which value of E does entry 1 give?
Answer: -5463.24348 Eh


Question: The lowest energy relative to the best compared isomer or geometry (same formula, charge and spin) belongs to which entry?
Answer: C35H47BrI2N7O5Tl